No. 1
The following is a DFT calculation (ωB97M-V with the def2-TZVPD basis set) of C22H12BrCl2N3O3Zn as an isolated structure.

The energy relative to the best compared isomer or geometry (same formula, charge and spin) comes out at 0.000 eV. As for the total charge: 0. The lowest unoccupied orbital energy comes out at -0.70 eV. Its spin multiplicity is 1.

Each line ends with the Mulliken charge.
Cartesian coordinates (Å):
Zn 0.02524 -0.07733 -0.05279  -0.16
Cl 5.95733 3.62551 -1.91101  -0.22
C 4.66541 2.50223 -1.60967  0.22
C 4.82005 1.16265 -2.01060  -0.56
C 3.82518 0.25452 -1.79483  0.28
Cl 4.02928 -1.38634 -2.29270  -0.19
C 2.59258 0.61259 -1.16197  0.61
O 1.68737 -0.27449 -0.99142  -0.76
C 2.47325 1.97951 -0.76561  0.75
C 1.31034 2.49577 -0.11722  0.13
O 0.26718 1.89358 0.18461  -0.53
C 3.52058 2.90136 -0.99878  -0.98
H 5.73666 0.85096 -2.49305  0.43
H 1.35019 3.56225 0.14199  0.34
H 3.39750 3.93099 -0.68437  0.37
Br -0.90428 -5.90243 -4.97506  -0.18
C -2.19546 -5.58382 -3.62842  0.13
C -3.51997 -5.39827 -3.98562  -0.51
C -4.46035 -5.17405 -2.99247  -0.13
C -4.07599 -5.08888 -1.66057  -0.04
C -2.74399 -5.30552 -1.31541  -0.03
C -1.80227 -5.55942 -2.29935  -0.63
N -5.13458 -4.92044 -0.70324  -0.42
N -5.01062 -4.20836 0.30470  -0.54
C -3.88514 -3.35405 0.51087  -0.05
C -3.31776 -3.40233 1.76241  -0.21
C -2.16419 -2.68823 2.09905  -0.83
C -1.55735 -1.84284 1.18657  1.33
O -0.46725 -1.17465 1.43873  -0.70
C -2.21686 -1.69133 -0.09312  0.67
N -1.66816 -0.77648 -0.94894  -1.05
C -2.22882 -0.54812 -2.11421  -0.04
C -3.40767 -1.19279 -2.50902  -0.75
C -3.97528 -2.11194 -1.67298  -0.65
C -3.37102 -2.42344 -0.43339  0.77
H -3.81453 -5.44781 -5.02486  0.43
H -5.50893 -5.05891 -3.23953  0.47
H -2.44126 -5.28281 -0.27694  0.45
H -0.76882 -5.73310 -2.03325  0.44
H -3.77823 -4.06048 2.49010  0.40
H -1.72247 -2.78375 3.08186  0.45
H -1.74757 0.18104 -2.75426  0.48
H -3.85573 -0.94918 -3.46199  0.43
H -4.90002 -2.59359 -1.95698  0.59

No. 2
The following is a DFT calculation (ωB97M-V with the def2-TZVPD basis set) of C9H17Cl2NOPb as an isolated structure in a non-equilibrium geometry.

As for the total charge: 0. The lowest unoccupied orbital energy (spin up / spin down) comes out at -0.63 / -0.53 eV. Its spin multiplicity is 1.

Each line ends with the Mulliken charge.
Cartesian coordinates (Å):
Pb 0.86190 2.19595 2.52814  0.96
Cl -0.50382 3.52929 0.85246  -0.53
Cl 0.12847 1.88784 4.86268  -0.55
C 1.55772 -0.17027 -0.39366  -1.17
H 1.80830 -0.80573 0.47414  0.20
H 2.21499 0.74554 -0.50945  0.32
C -0.70954 -0.35206 -1.44903  -0.73
C 0.80269 -0.67624 -1.44404  0.77
H -1.35957 -0.94222 -0.79158  0.34
C 1.57801 -0.10617 -2.65089  -0.92
H 0.87695 -1.72474 -1.29044  0.40
C 1.14423 1.30412 -2.81976  -0.48
H 2.67509 -0.13275 -2.37866  0.34
H 1.45440 -0.74258 -3.54798  0.36
C -0.36911 1.43879 -3.11988  -0.71
H 1.32904 1.83583 -1.89682  0.24
H 1.73032 1.78860 -3.62392  0.33
C -1.19022 0.91204 -1.94514  -0.17
H -0.62612 2.50455 -3.32175  0.33
H -0.61727 0.87946 -4.02360  0.35
H -1.12282 1.64719 -1.11469  -0.10
H -2.27530 0.84114 -2.22328  0.33
C -0.78982 -2.76156 2.96373  -1.08
C -0.91346 -1.24597 2.93652  0.72
N -1.62780 -0.74914 3.97906  -0.36
O -0.38847 -0.49778 2.07677  -0.40
H -1.72599 -3.24336 3.36574  0.35
H 0.03986 -3.06118 3.62236  0.29
H -0.60563 -3.16588 1.93966  0.27
H -1.49950 0.23421 4.18843  0.09
H -1.87752 -1.36694 4.75487  0.22

E values, unit a.u., following the record order: -6509.32545, -1596.30962.